1.
A 9-piece molecular cluster, C5H29N2O9 overall at a distorted geometry. Source: OMol25; level of theory: ωB97M-V with the def2-TZVPD basis set.

```
45
Properties=species:S:1:pos:R:3:lowdin_charge:R:1
C 2.8121 2.0514 0.7629 -0.152
N 2.1013 1.3707 -0.3270 -0.111
C 0.8138 0.7673 -0.0322 -0.399
C -0.3844 1.6197 -0.3964 -0.195
C -0.4923 2.8349 0.5243 -0.256
O -0.8234 2.3361 1.8222 -0.133
C 0.7634 -0.7155 0.0112 -0.334
N 1.6252 -1.3923 0.9790 0.005
H 3.8863 1.8658 0.7405 0.058
H 2.6240 3.1272 0.6096 0.054
H 2.4021 1.7269 1.7325 0.067
H 2.6693 0.6818 -0.8158 0.070
H -0.1411 1.6342 1.9366 0.057
H -0.3639 1.9576 -1.4585 0.094
H -1.2327 0.9250 -0.2881 0.089
H -1.1767 3.6115 0.1715 0.108
H 0.4781 3.3225 0.6733 0.088
H 0.8836 -1.1046 -1.0435 0.083
H -0.2514 -1.1392 0.2583 0.063
H 1.4744 -0.9236 1.8778 0.046
H 2.5953 -1.5336 0.7391 0.058
H -1.2046 -3.6252 1.9104 0.067
H -0.1758 -2.6541 1.1331 0.034
O -1.0363 -2.7393 1.5858 -0.065
H -0.1682 -1.5799 4.4244 0.037
H -0.1916 -1.0191 2.9560 0.010
O 0.3610 -1.4009 3.6455 -0.072
H -0.8018 0.0860 -3.9810 -0.007
H -1.9877 -0.5996 -3.3394 -0.015
O -1.7685 0.1698 -3.9125 -0.099
H 1.1470 1.2303 -2.4953 0.036
H 0.4621 -0.0945 -2.6772 0.017
O 1.0408 0.5174 -3.1506 -0.065
H -2.5782 1.0568 2.4758 0.003
H -3.4057 0.0356 1.7352 0.001
O -3.2640 0.3866 2.6343 -0.096
H 2.3871 -0.8833 -2.7483 -0.014
H 3.0515 -2.0491 -2.0108 0.018
O 3.2559 -1.2512 -2.5083 -0.084
H -1.7862 -0.4664 0.4041 0.010
H -2.2795 -1.8856 0.7356 0.054
O -2.5775 -1.0172 0.3405 -0.097
H -2.7166 -2.4485 -2.1789 0.041
H -2.9953 -1.2534 -1.2507 0.012
O -3.0308 -1.5392 -2.2049 -0.087
```

Results
**Largest force on an atom**: 2.205 eV/A
**DFT total energy**: -994.52152 hartree
**Total charge**: -1
**ΔE to the lowest compared entry with this formula, charge and spin**: 98.17 kcal/mol
**LUMO energy**: 2.49 eV
**Kohn-Sham gap**: 4.64 eV
**Multiplicity**: 1


2.
C5H9NO as an isolated structure. Source: OMol25; level of theory: ωB97M-V with the def2-TZVPD basis set.

```
16
Properties=species:S:1:pos:R:3:lowdin_charge:R:1
C -0.5476 -0.1437 -2.0171 -0.030
C -0.0085 -0.5035 -0.6691 -0.340
O 1.4358 -0.5897 -0.6248 0.011
C 0.0186 0.5327 0.4713 -0.227
C -1.0527 0.5234 1.5404 -0.045
C 1.3935 -0.0561 0.6556 -0.426
N 2.2412 -0.3085 1.5442 0.171
H -1.6382 -0.0812 -1.9564 0.088
H -0.2764 -0.9105 -2.7482 0.086
H -0.1428 0.8189 -2.3423 0.088
H -0.4056 -1.4615 -0.3054 0.154
H 2.8576 -0.9278 1.0081 0.069
H 0.1307 1.5292 0.0250 0.154
H -0.7539 1.1056 2.4162 0.083
H -1.2822 -0.4959 1.8658 0.083
H -1.9695 0.9686 1.1367 0.080
```

Results
**Largest force on an atom**: 0.918 eV/A
**DFT total energy**: -325.87992 hartree
**ΔE to the lowest compared entry with this formula, charge and spin**: 36.17 kcal/mol
**LUMO energy**: 0.99 eV
**Kohn-Sham gap**: 11.02 eV
**Multiplicity**: 1


3.
C10H30BaF3O8 as an isolated structure at a distorted geometry. Source: OMol25; level of theory: ωB97M-V with the def2-TZVPD basis set.

```
52
Properties=species:S:1:pos:R:3:mulliken_spin:R:1
Ba -0.5675 -0.1752 1.1218 1.846
C 2.7074 0.4812 -0.9757 0.013
O 1.6246 0.7958 -1.9001 -0.048
O 2.1392 -0.2767 0.0233 0.020
C 4.0964 -0.0705 -1.6469 -0.001
F 3.7633 -1.1039 -2.4795 -0.001
F 4.7746 0.8138 -2.3760 0.000
F 5.0114 -0.6230 -0.8314 0.000
C 1.8341 1.8182 -2.8759 0.009
C 0.3441 1.9807 -3.4393 0.004
H 0.2520 2.7678 -4.1877 -0.002
H -0.0040 1.0513 -3.8900 -0.001
H -0.4427 2.2059 -2.7194 0.001
H 2.6207 1.5885 -3.5947 0.000
H 2.0983 2.7480 -2.3722 -0.005
H 3.0450 1.4335 -0.5669 0.006
C -4.3552 -0.2382 -0.3569 -0.093
O -3.3758 -0.4888 0.6728 -0.422
H -4.6187 -1.2083 -0.7783 0.041
H -5.2406 0.2364 0.0661 -0.017
H -3.8673 0.4332 -1.0635 0.020
H -3.8247 -0.9702 1.3716 0.228
C -1.2279 -1.1682 -2.5907 -0.024
O -0.7725 -0.2286 -1.5804 -0.042
H -0.4281 -1.8368 -2.9091 -0.006
H -2.0770 -1.7537 -2.2379 0.028
H -1.6435 -0.6460 -3.4525 0.000
H 0.0553 0.1485 -1.8869 -0.015
C 2.0705 1.8182 3.2023 0.060
O 0.8079 1.1187 3.2859 -0.187
H 1.9751 2.8821 3.4194 0.008
H 2.7149 1.5420 4.0369 0.003
H 2.5597 1.6967 2.2359 -0.013
H 0.3432 1.3819 4.0837 0.045
C 0.7496 -2.4571 4.0987 -0.156
O 0.7744 -1.9556 2.7443 -0.042
H -0.1599 -3.0419 4.2359 0.043
H 1.5683 -3.1640 4.2335 0.002
H 0.7473 -1.6870 4.8701 0.043
H 1.4452 -2.4767 2.2970 0.014
C -1.9098 -3.5189 0.8131 -0.121
O -0.7028 -2.8799 0.4245 -0.050
H -2.2461 -3.2258 1.8076 0.081
H -2.6845 -3.2193 0.1073 0.024
H -1.8033 -4.6036 0.8278 -0.030
H -0.2155 -3.4432 -0.1812 0.009
C -1.6224 2.8843 -0.0039 -0.101
O -0.5076 2.5305 0.8018 -0.214
H -2.4430 2.2099 0.2410 0.051
H -1.9692 3.8887 0.2391 -0.028
H -1.5229 2.7444 -1.0803 -0.017
H 0.1094 3.2609 0.7156 0.035
```

Results
**Largest force on an atom**: 3.001 eV/A
**DFT total energy**: -1325.90485 hartree
**<S²>**: 0.750
**LUMO energy (spin up / spin down)**: 0.03 / 0.11 eV
**Kohn-Sham gap (spin up / spin down)**: 2.70 / 8.26 eV
**Multiplicity**: 2


4.
A 2-piece molecular cluster, C3H10OS overall at a distorted geometry. Source: OMol25; level of theory: ωB97M-V with the def2-TZVPD basis set.

```
15
Properties=species:S:1:pos:R:3:lowdin_charge:R:1
C 3.0694 1.1038 0.3758 -0.181
O 1.8812 1.6343 -0.2298 -0.150
H 3.1442 1.1975 1.5030 0.098
H 3.4388 0.2693 -0.1427 0.053
H 3.8803 1.7990 0.0152 0.083
H 1.3941 0.7856 -0.1590 0.008
C -2.6989 -0.4301 0.1055 -0.179
C -1.4355 -1.3308 0.1417 -0.551
S -0.2441 -1.1068 -1.3127 0.651
H -3.4803 -0.6306 -0.7178 0.093
H -2.5088 0.6701 -0.0741 0.077
H -3.2156 -0.5865 1.0442 0.053
H -0.7445 -1.0583 0.9659 0.054
H -1.6705 -2.3611 0.2035 0.035
H -0.8098 0.0446 -1.7186 -0.147
```

Results
**SMILES string**: CCS.CO
**Largest force on an atom**: 4.688 eV/A
**DFT total energy**: -593.66673 hartree
**ΔE to the lowest compared entry with this formula, charge and spin**: 31.62 kcal/mol
**LUMO energy**: 0.82 eV
**Kohn-Sham gap**: 10.12 eV
**Multiplicity**: 1


5.
C43H33Co2O8P as an isolated structure at a distorted geometry. Source: OMol25; level of theory: ωB97M-V with the def2-TZVPD basis set.

```
87
Properties=species:S:1:pos:R:3:lowdin_charge:R:1
C 2.7620 7.5079 2.6347 -0.101
C 2.8915 6.1756 1.9444 -0.271
O 2.9169 6.4091 0.5300 -0.059
C 3.0655 5.2366 -0.1779 -0.510
C 3.0471 5.5265 -1.5915 -0.008
C 3.2726 4.5380 -2.5841 -0.437
C 3.2379 4.9843 -4.0401 -0.131
C 3.1966 6.3186 -4.4775 -0.047
C 3.1818 6.6361 -5.8420 -0.114
C 3.2217 5.6176 -6.8053 -0.128
C 3.2749 4.2810 -6.3815 -0.107
C 3.2861 3.9751 -5.0194 -0.032
O 3.4978 3.3443 -2.3115 -0.019
O 3.1765 4.1658 0.4101 0.037
H 2.7260 7.3299 3.7109 0.065
H 3.6188 8.1557 2.4203 0.069
H 1.8446 8.0286 2.3393 0.070
H 3.8182 5.6796 2.2678 0.121
H 2.0343 5.5377 2.2054 0.124
H 2.8408 6.5578 -1.8565 0.063
H 3.1829 7.1187 -3.7388 0.093
H 3.1433 7.6817 -6.1417 0.084
H 3.2125 5.8648 -7.8659 0.081
H 3.3107 3.4678 -7.1054 0.088
H 3.3381 2.9331 -4.7060 0.110
O 3.2185 -4.7816 0.4857 0.103
C 2.2085 -4.2284 0.3608 -0.132
Co 0.7647 -3.2368 0.3369 0.043
C 1.2992 -1.8989 -0.6861 -0.133
O 1.6377 -1.0750 -1.4308 0.123
C -0.0899 -4.1887 -0.9127 -0.147
O -0.6181 -4.7254 -1.7911 0.084
C 0.0129 -3.3859 1.9926 -0.311
C 1.0517 -2.4195 1.9674 -0.345
C 2.1710 -1.9433 2.6189 -0.080
C 3.1088 -1.0133 2.0140 -0.247
C 4.5003 -1.2695 2.1023 -0.068
C 5.4076 -0.4480 1.4475 -0.119
C 4.9513 0.6852 0.7568 -0.092
C 3.5869 0.9663 0.6986 -0.064
C 2.6659 0.1158 1.2935 -0.040
Co -0.9128 -1.7795 2.0030 -0.082
C -0.9646 -0.1137 1.4423 -0.196
O -1.0662 0.9935 1.0903 0.075
C -1.6360 -1.7583 3.6005 -0.203
O -2.2341 -1.7436 4.5980 0.048
P -2.7206 -2.4972 0.9780 1.071
C -2.9150 -2.1073 -0.8081 -0.319
C -4.0578 -2.4864 -1.5334 -0.106
C -4.1515 -2.1793 -2.8947 -0.095
C -3.1195 -1.4756 -3.5275 -0.095
C -2.0000 -1.0679 -2.8012 -0.064
C -1.9092 -1.3759 -1.4466 -0.095
C -2.9486 -4.3102 1.1265 -0.330
C -3.1644 -5.1485 0.0268 -0.094
C -3.1696 -6.5336 0.1959 -0.089
C -2.9693 -7.0884 1.4639 -0.105
C -2.8108 -6.2559 2.5765 -0.087
C -2.8046 -4.8701 2.4075 -0.113
C -4.2991 -1.8614 1.6691 -0.315
C -5.2659 -2.6796 2.2730 -0.083
C -6.3277 -2.1044 2.9768 -0.099
C -6.4550 -0.7141 3.0390 -0.111
C -5.5399 0.1050 2.3679 -0.087
C -4.4780 -0.4686 1.6653 -0.080
H -0.1278 -4.2269 2.6551 0.061
H 2.4727 -2.4390 3.5581 0.108
H 4.8165 -2.1591 2.6530 0.098
H 6.4708 -0.6883 1.4694 0.084
H 5.6459 1.3478 0.2454 0.096
H 3.2378 1.8591 0.1822 0.087
H 1.5926 0.3122 1.2702 0.091
H -4.8607 -3.0318 -1.0404 0.105
H -5.0291 -2.4958 -3.4590 0.092
H -3.1883 -1.2421 -4.5920 0.095
H -1.1892 -0.5103 -3.2775 0.113
H -1.0347 -1.0432 -0.8822 0.057
H -3.3459 -4.7286 -0.9562 0.084
H -3.3171 -7.1745 -0.6747 0.098
H -2.9288 -8.1728 1.5845 0.091
H -2.6780 -6.6735 3.5783 0.099
H -2.6751 -4.2254 3.2798 0.100
H -5.1905 -3.7619 2.2097 0.094
H -7.0452 -2.7500 3.4865 0.094
H -7.2659 -0.2649 3.6166 0.091
H -5.6398 1.1922 2.4005 0.100
H -3.7757 0.1731 1.1314 0.102
```

Results
**Largest force on an atom**: 3.562 eV/A
**DFT total energy**: -5367.15470 hartree
**Total charge**: -2
**ΔE to the lowest compared entry with this formula, charge and spin**: 0.00 kcal/mol
**LUMO energy**: 3.96 eV
**Kohn-Sham gap**: 4.99 eV
**Multiplicity**: 1


6.
A 2-piece molecular cluster, C6H5BrNO7P overall at a distorted geometry. Source: OMol25; level of theory: ωB97M-V with the def2-TZVPD basis set.

```
21
Properties=species:S:1:pos:R:3:lowdin_charge:R:1
O 3.0125 -1.6493 -1.5559 0.083
C 2.4688 -1.2065 -0.5753 -0.466
O 3.1976 -0.6294 0.4891 0.030
C 0.9664 -1.1827 -0.3844 -0.140
C 0.3118 0.0856 -0.3856 -0.005
C -1.0546 0.0949 -0.2004 -0.120
N -1.7486 -1.1059 0.0112 -0.443
Br -3.5742 -1.0276 0.3035 0.792
C -1.1195 -2.3333 0.0331 -0.424
O -1.8663 -3.4701 0.2805 -0.026
C 0.2266 -2.4417 -0.1707 0.013
H 3.1229 0.3279 0.3177 0.113
H 0.8419 1.0421 -0.5164 0.117
H -1.5371 1.0697 -0.1920 0.056
H -1.5961 -4.1242 -0.3726 0.099
H 0.7250 -3.4168 -0.1602 0.115
O -0.8714 5.4703 0.3924 -0.425
P -0.4723 4.0034 0.6180 -0.178
O -1.6858 3.0940 0.2956 -0.374
O -0.0554 3.7724 2.0830 -0.400
O 0.7078 3.6272 -0.3107 -0.419
```

Results
**Largest force on an atom**: 1.936 eV/A
**DFT total energy**: -3728.32768 hartree
**Total charge**: -2
**LUMO energy**: 4.03 eV
**Kohn-Sham gap**: 2.88 eV
**Multiplicity**: 1